(1)
13
Properties=species:S:1:pos:R:3:forces:R:3:lowdin_charge:R:1 method="wB97M-V/def2-TZVPD" e_lumo_ev=-0.053 relative_energy_kcal_mol=84.22 total_charge=0
S 2.3898 -0.1303 0.8377 -3.11 3.10 -3.20 1.046
O 2.9118 -1.1312 -0.0425 0.94 -1.08 0.11 -0.492
N 2.3762 1.4922 -0.3755 -0.22 -1.04 4.09 -0.117
N -0.3839 0.2602 1.2855 1.23 0.59 0.60 0.018
N 0.5942 -0.4395 0.6780 -0.22 0.03 -0.36 -0.326
C -1.5006 -0.2229 0.8341 0.16 -0.76 -1.67 -0.172
C -1.3143 -1.2472 -0.1643 0.56 0.77 1.05 -0.044
C 0.0494 -1.3213 -0.2460 0.46 0.01 1.67 -0.126
H -2.0687 -1.8848 -0.6021 0.23 0.17 -0.11 0.094
H 0.7265 -2.0870 -0.4749 0.52 -0.91 -1.40 0.087
H 3.0965 1.2560 -0.9745 2.07 -0.80 -1.40 -0.047
H 1.5937 1.6954 -0.9528 -1.42 -0.48 -0.02 -0.003
H -2.3991 0.2496 1.0830 -1.19 0.41 0.64 0.084

(2)
13
Properties=species:S:1:pos:R:3:forces:R:3:lowdin_charge:R:1 method="wB97M-V/def2-TZVPD" e_lumo_ev=0.658 relative_energy_kcal_mol=85.56 total_charge=0
S -2.0542 -1.0332 -0.2977 0.04 0.14 0.07 0.959
O -0.4478 0.9909 -0.5109 0.16 0.01 -0.14 -0.191
N 1.8508 -0.6412 0.5320 -0.32 -0.22 -0.08 -0.032
N 2.3242 0.2761 -0.3696 -1.14 -0.28 -0.17 0.027
N -1.4764 1.4314 0.3152 -0.29 -0.14 0.12 0.015
C 0.6244 -0.9785 0.4600 -0.17 -0.52 0.37 -0.197
C -2.3420 0.5185 0.4760 0.73 -0.26 -0.52 -0.451
C -0.3588 -0.4421 -0.5572 0.39 0.01 -0.51 -0.578
H 3.1963 0.6107 -0.0547 0.93 0.41 0.26 0.068
H -3.2280 0.6933 1.0249 -0.68 0.25 0.51 0.069
H 0.2638 -1.7718 1.1428 0.32 0.57 -0.36 0.103
H -0.0185 -0.6767 -1.5852 -0.15 0.05 0.48 0.127
H 1.6662 1.0226 -0.5755 0.18 -0.01 -0.04 0.078

(3)
13
Properties=species:S:1:pos:R:3:forces:R:3:lowdin_charge:R:1 method="wB97M-V/def2-TZVPD" e_lumo_ev=-0.792 relative_energy_kcal_mol=78.69 total_charge=0
S -1.3785 -2.2543 -0.8804 -0.36 -2.00 -1.09 0.713
O -0.9393 0.1740 1.8683 0.38 0.15 0.31 0.010
N 0.0198 -1.9071 -1.7245 1.61 2.27 -0.25 -0.400
N 0.8965 1.1390 -0.2460 0.44 3.10 1.29 0.068
N 0.2573 0.0618 -0.5168 -1.29 -1.60 2.47 -0.051
C -0.3100 1.2156 1.9153 -0.61 2.08 0.36 -0.257
C 0.6165 -0.7830 -1.4913 -0.64 -2.25 -1.79 -0.310
C 0.5870 1.7473 0.8903 0.33 -1.43 -1.13 -0.104
H 1.0173 2.7061 1.0960 0.42 0.21 -0.13 0.086
H -1.4714 -3.3332 -1.7763 -0.70 0.83 1.45 -0.089
H -0.1855 -0.3819 0.3097 -0.48 0.25 -0.48 0.081
H 1.3539 -0.4348 -2.1733 0.84 0.09 -0.32 0.115
H -0.4635 2.0505 2.7291 0.07 -1.71 -0.68 0.137

(4)
12
Properties=species:S:1:pos:R:3:forces:R:3:lowdin_charge:R:1 method="wB97M-V/def2-TZVPD" e_lumo_ev=-1.025 relative_energy_kcal_mol=123.21 total_charge=0
S -1.6465 -0.2277 1.9692 1.19 1.46 -2.10 0.644
N 0.2735 -0.3961 -1.0624 1.73 -5.04 -1.26 0.000
N -0.7845 1.6648 -1.3110 2.89 -1.67 -0.51 0.080
N 0.6149 -1.5073 -0.1279 -1.97 0.91 -4.18 -0.046
C -0.9808 0.8182 0.8421 0.00 -2.90 0.57 -0.549
C -0.3203 0.6533 -0.5651 -4.40 4.22 -0.52 -0.536
C 1.2778 -1.1504 0.8283 1.00 -3.48 5.18 -0.153
H 1.6864 -0.1539 1.0989 -0.24 -0.76 -0.07 0.086
H 1.2156 -2.3078 1.6406 1.01 4.19 -1.98 0.190
H -0.3020 1.5970 -2.3003 -1.42 -0.02 2.13 0.085
H 0.0120 -0.8374 -2.0193 0.48 1.55 2.44 0.190
H -1.0461 1.8474 1.0071 -0.26 1.54 0.30 0.009

(5)
13
Properties=species:S:1:pos:R:3:forces:R:3:lowdin_charge:R:1 method="wB97M-V/def2-TZVPD" e_lumo_ev=0.321 relative_energy_kcal_mol=12.33 total_charge=0
S 0.3838 -0.9430 2.6265 0.18 0.03 -0.21 0.723
S -0.3740 1.3736 -3.4345 -0.03 -0.12 0.22 0.560
N 0.7898 0.6990 -1.0528 -0.16 -0.27 0.44 0.121
N -1.2484 -0.1417 -1.3997 -0.35 0.26 -0.47 0.014
N -0.9121 -0.3552 -0.0756 -0.02 -0.64 0.44 0.048
C 0.3825 0.0653 0.0136 -0.16 0.24 -0.69 -0.409
C 1.2348 -0.1759 1.2093 0.20 -0.35 0.10 -0.466
C -0.2608 0.6455 -1.9613 0.06 0.10 -0.20 -0.928
H -0.3243 0.1378 2.9699 -0.07 0.05 0.02 -0.132
H 2.0520 -0.8637 0.9225 -0.36 0.36 0.17 0.094
H -2.2229 0.0415 -1.6366 0.43 -0.09 0.20 0.149
H -1.1819 -1.2578 0.3279 0.14 0.51 -0.07 0.140
H 1.6814 0.7749 1.4909 0.12 -0.06 0.05 0.086

(6)
13
Properties=species:S:1:pos:R:3:forces:R:3:lowdin_charge:R:1 method="wB97M-V/def2-TZVPD" e_lumo_ev=-0.546 relative_energy_kcal_mol=54.47 total_charge=0
S 1.0345 -0.6602 -0.1294 -0.11 0.27 -0.05 0.878
S 3.8968 0.0469 0.0764 -0.58 0.14 -0.07 0.582
N -0.2589 0.4252 -0.0009 -0.57 -0.01 0.05 -0.300
N -4.1748 -0.7533 0.0922 -0.25 -0.38 0.56 -0.006
N -3.8167 0.5568 0.0051 -0.13 0.05 -0.05 -0.055
C -2.5875 0.8940 -0.0652 -0.40 0.38 -0.14 -0.176
C 2.3258 0.4645 0.0770 0.64 -0.73 0.11 -1.060
C -1.4580 -0.0230 -0.1169 1.31 0.03 -0.08 -0.257
H 1.9683 1.4630 0.2562 -0.16 0.44 -0.01 0.005
H -5.1578 -0.8076 0.3642 0.58 -0.04 -0.15 0.091
H -1.6134 -1.0795 -0.3363 -0.35 -0.06 0.07 0.096
H -2.4339 1.9724 -0.1745 0.31 -0.45 0.13 0.112
H -3.5932 -1.3485 0.6943 -0.28 0.35 -0.37 0.090

(7)
13
Properties=species:S:1:pos:R:3:forces:R:3:lowdin_charge:R:1 method="wB97M-V/def2-TZVPD" e_lumo_ev=0.184 relative_energy_kcal_mol=66.81 total_charge=0
S 1.8191 -0.7486 -1.9939 -1.42 1.06 1.97 0.528
S -1.2230 2.3860 1.4681 1.06 0.58 0.01 0.815
N -0.0505 -1.0455 -0.0112 -0.66 0.12 -0.44 -0.228
N -1.0186 -0.2067 0.6620 0.07 1.41 0.65 0.038
N -0.4831 -2.1099 -0.8273 0.66 -0.61 -0.79 -0.008
C 0.8418 1.0460 0.0809 -1.91 -0.28 -1.77 -0.100
C 0.8446 -0.2262 -0.6223 3.00 0.02 -0.49 -0.723
C -0.4010 1.1010 0.6243 -0.65 -2.50 1.72 -0.682
H -0.0983 -1.8159 -1.8644 -0.78 -1.24 2.89 0.048
H -1.4877 -0.4833 1.6110 1.63 0.18 -2.50 0.183
H 1.2636 1.9543 -0.2772 0.92 0.22 -0.12 0.098
H -0.0483 3.1128 1.6101 -1.07 -0.49 -0.03 -0.076
H 0.0414 -2.9639 -0.4600 -0.85 1.55 -1.11 0.107

(8)
13
Properties=species:S:1:pos:R:3:forces:R:3:lowdin_charge:R:1 method="wB97M-V/def2-TZVPD" e_lumo_ev="-1.446 / -2.498" relative_energy_kcal_mol=113.24 total_charge=0
S 1.9886 2.1150 -0.4317 -1.02 -0.68 -0.12 0.615
S -3.2792 0.0661 -0.0992 -1.04 0.10 -0.01 0.702
N -1.0511 -1.2919 -0.4350 -2.34 1.22 -0.48 0.012
N -0.5834 1.4910 -0.2257 1.03 1.57 -1.08 0.063
N -1.7991 -0.3448 -0.2109 2.09 -1.25 -0.47 -0.642
C 0.6549 1.1008 -0.0750 1.43 -0.23 1.74 -0.921
C 0.3447 -1.2893 -0.1724 1.62 -2.29 0.77 -0.240
C 0.8474 -0.2272 0.7749 -2.83 2.26 0.15 -0.184
H 1.8690 -0.3551 1.0642 0.45 -0.09 0.16 0.087
H 0.1202 -0.0403 1.6481 1.34 -0.68 -0.93 0.138
H 1.0208 -1.1205 -1.0252 -0.85 -0.53 -0.60 0.124
H -0.5864 2.3080 -0.9265 -0.41 -1.39 0.91 0.097
H 0.4536 -2.4116 0.1144 0.52 1.99 -0.04 0.150